Entry 1:
{
  "formula": "C9H10BrNO3",
  "method": "ωB97M-V/def2-TZVPD",
  "e_tot_ev": -87165.1080,
  "smiles": "C/C(Br)=[N+](\\[O-])O.O=Cc1ccccc1",
  "charge": 0,
  "relative_energy_kj_mol": 118.12,
  "max_force_ev_per_a": 5.3,
  "homo_energy_ev": -8.461,
  "homo_lumo_gap_ev": 8.4493,
  "symbols": ["C", "C", "C", "C", "C", "C", "C", "C", "C", "N", "O", "O", "O", "Br", "H", "H", "H", "H", "H", "H", "H", "H", "H", "H"],
  "positions_angstrom": [[-2.3306, -2.5787, 0.5599], [-2.6325, -1.6959, -0.5021], [-1.5296, -2.1070, 1.5806], [-2.1235, -0.4136, -0.5091], [-1.0207, -0.8231, 1.5763], [-1.3218, 0.0501, 0.5583], [1.6845, 1.8711, -1.9630], [-0.4460, 1.3194, 0.4847], [1.9368, 0.7425, -0.9488], [2.5841, 1.0137, 0.1443], [3.0684, 2.0258, 0.4551], [2.7434, -0.0286, 1.1472], [0.3005, 1.8164, 1.3152], [1.3377, -0.9578, -1.2770], [-2.6544, -3.6235, 0.4739], [-3.1123, -2.0906, -1.3632], [-1.3232, -2.8856, 2.3691], [-2.2710, 0.2767, -1.3447], [-0.5301, -0.5831, 2.4323], [1.6455, 2.8762, -1.4059], [2.5655, 2.1501, -2.6277], [0.9178, 1.5671, -2.6253], [-0.4421, 1.6835, -0.6065], [2.9535, 0.3951, 2.0763]],
  "forces_ev_per_a": [[-0.1, 0.7, -1.3], [0.8, -0.4, 0.8], [-0.4, -2.3, 0.7], [0.6, 1.1, 0.3], [-1.9, -1.3, -0.8], [1.0, 0.5, 0.2], [2.9, 1.3, 1.3], [0.0, 0.0, -1.0], [0.4, 1.0, -0.7], [-0.9, -3.8, 0.6], [2.0, 4.8, 0.9], [-0.2, -0.1, 1.0], [-1.9, -1.0, -0.8], [-0.2, -0.9, -0.3], [0.1, 0.5, 0.3], [-0.7, -0.1, -0.6], [0.1, 1.4, -0.6], [-0.1, -0.4, 0.1], [1.9, 1.3, 2.0], [-1.0, -1.6, -0.6], [-0.6, -1.0, 0.7], [-1.1, 0.2, -0.3], [-0.1, 0.1, 1.2], [-0.6, -0.2, -3.1]],
  "nbo_charge": [-0.182, -0.222, -0.212, -0.170, -0.158, -0.167, -0.679, 0.442, -0.030, 0.379, -0.430, -0.597, -0.535, 0.130, 0.219, 0.215, 0.217, 0.216, 0.221, 0.262, 0.239, 0.232, 0.104, 0.504]
}



Entry 2:
{
  "formula": "C9H10BrO3S",
  "method": "ωB97M-V/def2-TZVPD",
  "e_tot_ev": -96514.7862,
  "smiles": "CC/C(Br)=C1/C=CC=C[C@H]1S(=O)(=O)[O-]",
  "charge": -1,
  "relative_energy_kj_mol": 166.91,
  "max_force_ev_per_a": 4.5,
  "homo_energy_ev": -4.206,
  "homo_lumo_gap_ev": 7.0437,
  "symbols": ["C", "C", "C", "C", "C", "C", "C", "C", "C", "O", "O", "O", "S", "Br", "H", "H", "H", "H", "H", "H", "H", "H", "H", "H"],
  "positions_angstrom": [[-2.5810, -0.7461, -0.2781], [-1.8254, 0.2449, -0.9054], [-2.0929, -1.4675, 0.8216], [-0.5905, 0.5892, -0.1998], [-0.7949, -1.4281, 1.1563], [0.1106, -0.4924, 0.5117], [2.7314, -0.3519, -1.6647], [2.5226, 0.0430, -0.1531], [1.4423, -0.7752, 0.3634], [-0.3199, 2.5688, 1.6662], [-2.4611, 1.5706, 1.5366], [-1.8000, 3.0368, -0.2909], [-1.3593, 2.1415, 0.7971], [2.1916, -2.2861, 1.3724], [-3.6236, -0.8521, -0.4846], [-2.3182, 1.1237, -1.3388], [-2.6919, -1.9404, 1.4562], [0.1446, 1.0958, -0.8897], [-0.4897, -1.8405, 2.1034], [2.4566, -1.4578, -1.7242], [1.9473, 0.2135, -2.2486], [3.7672, -0.1741, -1.9579], [2.2157, 1.1978, -0.0068], [3.4185, -0.0136, 0.3578]],
  "forces_ev_per_a": [[0.4, 2.1, -2.4], [-2.0, -1.7, 2.3], [3.6, 1.2, -1.4], [1.4, 2.5, -1.6], [-0.2, 0.7, 1.0], [1.0, -1.6, -0.6], [-1.4, -0.4, 0.8], [-1.8, 3.4, -2.4], [-1.7, 0.1, 2.4], [2.0, 1.1, 0.5], [-0.6, -0.2, 0.0], [0.9, -0.6, 0.8], [-1.3, -0.9, -0.9], [-0.3, 0.1, -0.4], [-0.5, 0.1, -0.4], [0.1, -0.8, -0.7], [-2.8, -2.1, 2.2], [-0.8, -0.2, 0.7], [0.2, -0.5, 0.0], [0.7, 1.4, -0.2], [1.2, -0.6, 0.2], [-0.3, 0.1, -0.4], [0.6, -2.4, -0.6], [1.7, -0.6, 1.2]],
  "nbo_charge": [-0.227, -0.175, -0.184, -0.525, -0.209, -0.066, -0.608, -0.480, -0.004, -0.999, -1.019, -1.011, 2.407, -0.058, 0.195, 0.253, 0.195, 0.231, 0.209, 0.213, 0.214, 0.201, 0.229, 0.219]
}



Entry 3:
{
  "formula": "C9H10FeN2O4",
  "method": "ωB97M-V/def2-TZVPD",
  "e_tot_ev": -55029.3128,
  "spin_multiplicity": 5,
  "charge": 2,
  "relative_energy_kj_mol": 0.00,
  "max_force_ev_per_a": 10.8,
  "homo_energy_ev": [-17.331, -17.260],
  "homo_lumo_gap_ev": [9.1482, 6.1356],
  "symbols": ["Fe", "C", "O", "C", "O", "C", "O", "C", "O", "C", "H", "H", "C", "H", "H", "C", "N", "C", "C", "N", "H", "H", "H", "H", "H", "H"],
  "positions_angstrom": [[0.2983, 1.3003, -0.8174], [0.3979, 2.5104, 0.4549], [0.2665, 2.9217, 1.5178], [0.4557, 2.4415, -2.2838], [0.5527, 3.2988, -3.0688], [-1.5638, 1.0294, -1.2568], [-2.6243, 0.5661, -1.2188], [2.0855, 0.9244, -1.0719], [3.0956, 0.6590, -1.5912], [0.2622, -1.1243, -3.0693], [1.1292, -1.4238, -2.4332], [-0.7055, -1.3469, -2.5554], [0.3558, -0.0555, -3.8781], [-0.5342, 0.5858, -4.0779], [1.3196, 0.4759, -4.0315], [0.6208, -1.8447, 3.1000], [-0.4674, -1.1797, 2.3386], [-1.6545, -0.7338, 3.0772], [-0.1947, -0.7693, 1.1438], [0.0139, -0.2547, 0.0947], [0.1784, -2.3097, 4.0056], [1.4205, -1.1224, 3.4153], [1.1003, -2.6335, 2.4688], [-1.5781, 0.3071, 3.3221], [-2.5085, -0.8945, 2.4482], [-1.7219, -1.3275, 3.9671]],
  "forces_ev_per_a": [[-1.1, -3.1, -1.2], [-0.8, 4.5, 7.4], [0.7, -0.8, -3.1], [1.0, 7.4, -7.8], [-0.5, -4.2, 3.9], [-7.8, -2.1, -0.4], [4.3, 2.0, -0.3], [9.3, -2.2, -3.3], [-4.6, 1.2, 2.6], [-0.2, 1.3, 2.7], [-0.4, -0.5, -1.4], [0.7, -0.5, -1.2], [0.0, 1.8, 1.2], [0.5, -1.1, -0.7], [-0.5, -0.9, -0.5], [1.3, -0.7, 0.3], [1.4, -0.1, -1.0], [-0.3, 0.1, -0.6], [-0.6, 0.6, 0.6], [-0.4, -3.2, 2.8], [0.3, 0.3, -0.7], [-0.9, -0.5, -0.3], [-0.5, 0.6, 0.6], [0.1, 0.6, 0.3], [-0.6, -0.1, -0.1], [-0.1, -0.3, 0.3]],
  "nbo_charge": [0.765, 0.487, -0.291, 0.472, -0.293, 0.499, -0.322, 0.488, -0.307, -0.331, 0.206, 0.205, -0.356, 0.208, 0.211, -0.421, -0.393, -0.394, 0.761, -0.654, 0.260, 0.236, 0.247, 0.225, 0.236, 0.255]
}



Entry 4:
{
  "formula": "C9H10HoO6",
  "method": "ωB97M-V/def2-TZVPD",
  "e_tot_ev": -47544.4710,
  "spin_multiplicity": 5,
  "charge": 3,
  "max_force_ev_per_a": 6.7,
  "homo_energy_ev": [-22.793, -22.811],
  "homo_lumo_gap_ev": [8.4030, 8.5685],
  "symbols": ["O", "C", "Ho", "O", "C", "C", "O", "C", "O", "C", "O", "C", "C", "O", "C", "C", "H", "H", "H", "H", "H", "H", "H", "H", "H", "H"],
  "positions_angstrom": [[-0.1782, -0.0953, -5.0794], [-0.1807, -0.0923, -3.9329], [-0.1887, -0.0897, -1.2899], [1.9849, -2.8609, -1.6893], [1.2880, -1.9535, -1.7510], [-1.6538, 1.7602, -1.7286], [-2.3496, 2.6755, -1.6822], [-2.0513, -1.5535, -1.7104], [-2.9501, -2.2685, -1.6843], [1.6975, 1.3550, -1.7235], [2.5863, 2.0731, -1.6758], [-1.3792, 1.6224, 2.0100], [-0.0612, 1.2548, 1.3303], [-0.2915, -0.0892, 0.7795], [0.2059, -1.3210, 1.4011], [1.7349, -1.2917, 1.5408], [-2.2167, 1.6562, 1.2906], [-1.2660, 2.5984, 2.4857], [-1.6060, 0.8579, 2.7684], [0.1525, 1.9386, 0.4903], [0.8041, 1.1903, 2.0033], [-0.3240, -1.3512, 2.3564], [-0.1011, -2.1199, 0.7339], [2.0356, -0.4667, 2.2116], [2.0361, -2.2535, 1.9762], [2.2724, -1.1753, 0.5692]],
  "forces_ev_per_a": [[0.0, 0.0, 4.4], [0.0, 0.0, -4.9], [0.2, -0.1, 0.2], [-2.7, 3.5, -0.5], [3.6, -4.7, 0.1], [-4.1, 5.3, 0.1], [3.0, -3.9, -0.4], [-5.1, -4.0, 0.0], [3.7, 3.0, -0.2], [4.6, 3.6, 0.0], [-3.2, -2.6, -0.3], [0.4, 0.0, 0.0], [-1.1, -0.1, 1.4], [0.3, 0.1, -1.0], [1.2, 0.5, 1.1], [-0.5, 0.2, 0.1], [0.4, 0.1, 0.3], [-0.2, -0.1, 0.1], [0.0, 0.4, -0.1], [0.2, -0.1, -0.1], [-0.3, 0.3, -0.3], [0.2, -0.6, -0.1], [-0.5, -0.4, 0.0], [0.1, -0.6, -0.2], [0.1, 0.3, 0.0], [-0.3, 0.0, 0.5]],
  "nbo_charge": [-0.246, 0.480, 1.488, -0.215, 0.448, 0.450, -0.204, 0.444, -0.199, 0.442, -0.207, -0.637, -0.077, -0.663, -0.077, -0.654, 0.217, 0.286, 0.258, 0.181, 0.260, 0.271, 0.198, 0.259, 0.303, 0.194]
}



Entry 5:
{
  "formula": "C9H10N",
  "method": "ωB97M-V/def2-TZVPD",
  "e_tot_ev": -10973.1665,
  "charge": 1,
  "relative_energy_kj_mol": 483.94,
  "max_force_ev_per_a": 5.5,
  "homo_energy_ev": -13.009,
  "homo_lumo_gap_ev": 8.1988,
  "symbols": ["C", "C", "C", "C", "C", "C", "C", "C", "C", "N", "H", "H", "H", "H", "H", "H", "H", "H", "H", "H"],
  "positions_angstrom": [[1.8904, -0.3984, 1.9178], [0.9060, 0.5966, 2.2462], [2.1335, -0.7404, 0.6091], [0.1430, 1.1539, 1.2593], [1.3591, -0.1040, -0.3578], [-1.4471, -2.0762, -1.0035], [-1.2860, 1.9095, -1.4839], [-2.0497, -0.9844, -1.3215], [-0.7588, 0.8412, -0.9278], [0.3514, 0.7487, -0.0178], [2.3705, -0.8296, 2.7215], [0.8940, 0.9797, 3.2218], [2.9520, -1.4609, 0.2923], [-0.6460, 1.7189, 1.4794], [1.5590, -0.2419, -1.4664], [-1.9020, -2.9950, -1.4705], [-0.5204, -2.2924, -0.7237], [-0.7299, 2.8309, -1.5502], [-2.2462, 1.8869, -1.8359], [-2.9729, -0.5431, -1.5882]],
  "forces_ev_per_a": [[-2.2, 1.9, -0.5], [2.0, -1.0, -1.6], [0.7, -0.2, -1.0], [3.2, -3.0, -0.4], [0.6, -0.1, -1.0], [-4.2, -1.5, -3.1], [2.8, 0.1, 1.2], [3.3, 3.4, 2.0], [-2.9, -2.2, -0.5], [-0.3, -1.0, -1.0], [1.3, -1.0, 1.4], [-0.5, 0.2, 1.3], [-1.3, 1.1, 0.5], [-3.0, 2.5, 0.4], [-0.7, 0.1, 1.6], [-0.1, 0.6, 0.9], [3.9, -0.1, 1.6], [0.0, 0.4, 0.2], [-2.1, -0.2, -1.3], [-0.6, 0.0, -0.5]],
  "nbo_charge": [-0.082, -0.201, -0.238, 0.094, 0.100, -0.448, -0.395, 0.008, 0.092, -0.331, 0.239, 0.251, 0.274, 0.235, 0.261, 0.254, 0.217, 0.219, 0.224, 0.225]
}



Entry 6:
{
  "formula": "C9H10N2O2",
  "method": "ωB97M-V/def2-TZVPD",
  "e_tot_ev": -16569.9692,
  "smiles": "O=c1[nH]c2cnccc2cc1O.C",
  "charge": 0,
  "relative_energy_kj_mol": 72.38,
  "max_force_ev_per_a": 4.8,
  "homo_energy_ev": -8.757,
  "homo_lumo_gap_ev": 8.7416,
  "symbols": ["C", "C", "C", "C", "C", "C", "C", "C", "C", "H", "H", "H", "H", "H", "H", "H", "H", "H", "H", "N", "N", "O", "O"],
  "positions_angstrom": [[3.2180, 2.5841, 0.9759], [-2.3434, 0.7346, -0.3624], [-1.0665, 0.6812, -0.7723], [-0.2129, -0.4199, -0.4595], [1.0922, -0.5323, -1.0761], [1.7730, -1.6753, -0.7903], [0.0810, -2.6649, 0.3571], [-0.7842, -1.5597, 0.1237], [-2.9799, -0.4104, 0.3481], [4.2453, 2.7818, 0.6488], [2.5979, 1.9244, 0.4344], [2.5064, 3.3740, 1.1175], [3.3328, 2.1722, 2.0381], [-4.1342, 1.4646, -0.6075], [-0.7200, 1.5103, -1.4116], [1.5146, 0.2758, -1.7832], [2.8562, -1.7103, -1.0902], [-0.2940, -3.4547, 1.0403], [-2.5891, -2.2196, 0.9557], [1.2857, -2.7215, -0.1316], [-2.0410, -1.4487, 0.5598], [-3.1926, 1.7204, -0.8019], [-4.1452, -0.4060, 0.6872]],
  "forces_ev_per_a": [[0.4, -0.5, 3.0], [-1.5, -0.2, -0.7], [0.0, 1.1, -0.2], [0.7, -0.3, -2.3], [-1.2, 1.2, 0.3], [2.2, 0.3, -1.2], [-1.6, 0.2, 0.4], [2.8, 0.8, 0.0], [2.3, 1.0, -0.6], [-0.8, 0.3, -0.5], [0.1, -1.4, -1.0], [0.4, 1.4, -0.1], [-0.2, 0.2, -1.4], [1.3, 0.1, 0.1], [0.0, -0.5, 0.4], [-0.7, -1.3, 1.6], [-1.2, -0.4, 0.1], [0.4, 0.1, -0.8], [1.0, -0.1, -0.1], [0.4, -0.5, 0.9], [-4.6, -0.2, 1.2], [-0.4, -0.7, 0.6], [0.1, -0.6, 0.0]],
  "nbo_charge": [-0.865, 0.227, -0.232, -0.068, -0.217, -0.007, 0.039, 0.114, 0.604, 0.224, 0.213, 0.218, 0.211, 0.508, 0.233, 0.234, 0.195, 0.189, 0.420, -0.403, -0.561, -0.667, -0.609]
}